# 1
# C6H8O2

An isolated molecule of C6H8O2 (ωB97M-V/def2-TZVPD, OMol25).

Element x y z (Å)
C -1.803 -1.382 1.179
C -0.644 -0.783 0.602
C -0.770 -0.079 -0.823
C -0.212 1.363 -0.535
O 1.130 1.478 -1.363
C 1.956 0.747 -0.495
C 1.746 -0.311 0.356
O 0.636 -0.798 0.969
H -2.764 -1.711 0.538
H -1.863 -2.368 2.046
H -1.923 0.072 -0.975
H -0.462 -0.541 -1.697
H -1.018 2.162 -0.881
H 0.308 1.609 0.632
H 2.971 1.055 -0.348
H 2.714 -0.513 0.799

## Properties
Structure (SMILES): C=C1CCOC=CO1
Total charge: 0
LUMO: 0.8 eV

Atomic partial charges in e from the Mulliken method, atoms 1 to 6: -0.954, 0.796, -0.741, -0.366, -0.416, -0.174



# 2
# C6H8O2

An isolated molecule of C6H8O2 (ωB97M-V/def2-TZVPD, OMol25).

Element x y z (Å)
C 1.524 -0.716 -0.515
C 0.451 -0.079 0.026
C 0.370 0.397 1.571
C 0.119 1.929 1.608
O -0.136 2.527 0.591
C -0.730 -0.088 -0.884
C -1.374 -1.278 -1.430
O -0.622 -0.373 -2.305
H 2.593 -0.567 -0.400
H 1.493 -1.336 -1.452
H 1.350 0.320 2.145
H -0.495 -0.167 1.957
H 0.214 2.254 2.582
H -1.287 0.740 -0.649
H -0.967 -2.230 -1.312
H -2.502 -1.334 -1.534

## Properties
Structure (SMILES): C=C(CC=O)[C@@H]1CO1
Total charge: 0
LUMO: 0.8 eV

Atomic partial charges in e from the Mulliken method, atoms 1 to 6: -0.954, 0.359, -0.660, 0.073, -0.460, -0.177



# 3
# C6H8O2

A structure of composition C6H8O2 (ωB97M-V/def2-TZVPD, OMol25).

Element x y z (Å)
C 1.974 -0.857 -0.242
C 1.464 0.596 -0.729
C 0.214 1.165 -0.243
C -0.606 0.853 0.945
C -1.913 0.340 0.738
C -2.117 -0.321 -0.507
H 0.446 -0.642 0.806
H 3.246 -0.811 0.086
H 1.806 -1.714 -1.181
H 1.712 0.936 -1.856
H -0.377 2.181 -0.294
H -0.303 0.936 2.088
H -2.769 0.005 1.323
H -1.379 0.100 -1.422
O 1.375 -1.411 0.963
O -2.772 -1.357 -0.476

## Properties
Total charge: 0
LUMO: -0.6 eV

Atomic partial charges in e from the Mulliken method, atoms 1 to 6: -0.271, -0.121, -0.428, -0.430, -0.195, 0.167



# 4
# C6H8O2

An isolated molecule of C6H8O2 (ωB97M-V/def2-TZVPD, OMol25).

Element x y z (Å)
C 0.986 -1.771 -1.767
C 0.875 -0.632 -0.655
O 0.209 -1.393 0.543
C -0.414 -0.588 1.509
C -0.790 0.754 1.550
C -0.231 1.526 0.596
O -0.722 2.006 -0.890
C -0.227 0.574 -0.546
H -0.059 -2.208 -1.768
H 1.980 -2.459 -1.554
H 0.981 -1.464 -2.865
H 1.893 -0.070 -0.286
H -0.385 -1.115 2.498
H -1.143 1.124 2.630
H 0.677 2.250 0.652
H -1.030 -0.131 -0.652

## Properties
Structure (SMILES): C[C@@H]1OC=C[C@@H]2O[C@@H]12
Total charge: 0
LUMO: 0.6 eV

Atomic partial charges in e from the Mulliken method, atoms 1 to 6: -1.041, 0.180, -0.361, -0.087, -0.670, 0.260



ΔE to the lowest compared entry with this formula, charge and spin for every record listed, in sequence, given in kJ/mol: 612.8; 381.9; 729.1; 720.3.
Frontier orbital gap for every record listed, in sequence, given in eV: 9.093; 9.831; 8.744; 9.761.
Energy for every record listed, in sequence, given in a.u.: -383.67670; -383.76468; -383.63242; -383.63577.